(1)
This record from the Open Molecules 2025 dataset describes a cluster of 8 separate species, C24H64O8 in total. The level of theory is wB97M-V/def2-TZVPD.

Cartesian coordinates (Å):
O: -0.4502 -0.4690 5.9539
H: -2.3567 6.2134 1.6990
H: -0.6058 -4.7630 0.5167
C: -1.3703 -2.3086 -5.0604
H: -1.5132 1.7707 0.4880
H: -0.0965 -4.5885 -1.9686
C: -1.6085 5.7918 2.3702
C: 4.2864 3.6653 0.3138
H: -0.5094 -0.4705 -4.5524
H: -0.0509 0.9776 0.8263
H: -3.5327 -2.8961 3.1761
C: 3.7459 -0.8799 -1.3876
H: -2.6987 -2.0016 1.7748
H: 4.6555 -1.7228 -4.1092
H: -5.8019 -0.5125 0.2859
H: 4.5598 4.1870 1.2309
C: -4.8627 -0.8375 0.7335
H: -1.8900 -0.1592 -5.6115
H: 5.0107 3.8207 -0.4858
H: 1.4558 1.5906 4.2029
H: -5.6404 -1.6984 2.6159
O: -0.7580 -2.4663 -6.2987
H: 1.7195 0.8960 5.7068
C: -1.4211 4.3716 1.9070
O: -5.0982 -3.1258 1.1279
H: -4.5076 0.0530 1.2521
H: 2.9575 -0.8014 -0.6390
C: -0.5443 4.4278 0.6307
H: 3.2475 2.1598 2.4959
H: 3.5299 1.8093 -0.4795
H: 4.3529 -1.7731 -1.2402
H: -0.7478 6.4345 2.1852
H: 4.4559 -0.0680 -1.2297
H: -3.1645 -3.1255 -5.9480
H: 4.1607 -0.3311 -4.9265
C: -3.5180 -2.0474 2.4922
C: 1.2352 0.6772 4.7552
H: -0.5785 1.0843 3.0271
C: 3.1587 -0.6594 -2.8112
C: -1.5082 -0.8109 -4.8256
C: -4.8846 -1.9278 1.8648
H: 0.9031 1.7561 -1.8898
O: 5.1171 1.5521 0.9050
H: 1.4441 -0.2734 4.2643
H: -2.0594 0.5564 3.8036
C: -1.0015 0.8238 0.3155
C: -0.1867 1.7683 -1.8742
H: -1.1172 4.7787 -0.2276
H: -0.5149 -1.2766 -1.2944
H: -2.1142 -0.8369 -3.9200
H: -0.3760 1.7551 -2.9476
H: 1.5791 -4.2329 -1.4392
H: 1.9767 2.5773 1.3407
C: 3.9450 2.1736 0.4602
H: -4.4532 -3.2650 0.4306
H: -0.5876 2.7087 -1.4959
H: 1.8684 -4.8205 1.4048
C: 1.2748 -3.9135 1.2905
H: 5.1188 -0.0741 -3.6132
H: -2.3763 -4.0826 -4.6191
H: 2.5891 0.9110 1.4549
O: -0.2617 -2.7900 0.0801
C: 0.2043 -4.1018 0.2090
H: -4.1076 -1.1595 0.0163
H: 3.4907 4.2380 -0.1626
H: -1.8366 0.4925 -1.6500
O: 2.2517 -1.6370 -2.9638
H: -2.9255 4.0289 0.6269
C: 2.8652 1.9648 1.4940
O: -0.0226 -0.5044 -1.5824
H: -0.9096 -0.6485 3.3456
H: -0.0077 -0.3257 6.7938
H: -1.9028 5.8929 3.4148
H: -0.9795 3.6243 2.5662
H: 5.8778 2.1147 0.7423
O: -2.7205 4.0022 1.5644
C: 4.2899 -0.7146 -3.9144
H: 1.9995 -3.1460 1.0188
C: -0.8425 0.5790 -1.2114
H: 2.6591 0.3090 -2.8398
H: -0.2254 3.3987 0.4653
H: -1.5599 -0.0089 0.7432
H: -3.3390 -2.7443 -4.2249
C: -0.2703 0.6055 5.0371
H: -0.7000 -3.4178 -6.4125
H: -3.3742 -1.1632 3.1133
H: -0.8303 -2.7845 -4.2418
C: -2.6457 -3.0936 -4.9900
H: 0.3305 5.0780 0.6350
C: -0.9883 0.3658 3.7370
C: 0.6282 -4.6870 -1.1604
H: 1.5585 -1.4664 -2.3219
H: 0.8589 -3.5950 2.2464
H: -0.5269 -2.5895 0.9807
H: 0.7991 -5.7425 -0.9487
H: -0.6792 1.5537 5.3864

The relative energy (zero: lowest compared OMol25 entry of this formula, charge and spin) comes out at 377.54 kJ/mol. The structure (SMILES) is CC(C)O.CC(C)O.CC(C)O.CC(C)O.CC(C)O.CC(C)O.CC(C)O.CC(C)O. For the HOMO-LUMO gap, the calculation gives 9.773 eV. The HOMO energy is -9.30 eV.

***

(2)
This record from the Open Molecules 2025 dataset describes a cluster of 8 separate species, C24H65F6N3O13P in total. The level of theory is wB97M-V/def2-TZVPD.

Cartesian coordinates (Å):
H: -3.0478 4.3332 -10.1286
N: -7.2700 5.3091 -13.2162
H: -3.3591 6.3996 -8.8985
O: -2.9286 -4.4572 -14.9304
H: 0.5572 -0.4145 -19.7552
C: -5.3509 -1.4024 -18.4628
H: -1.7040 6.9309 -9.1834
C: -6.3062 6.3454 -18.7374
H: -3.5633 -3.7391 -15.0299
H: -4.6481 7.3284 -19.7956
O: -6.5581 -1.7533 -19.1487
H: -1.3565 -2.4522 -18.5863
H: -4.7569 3.3119 -12.0236
H: 0.9422 3.2375 -11.8573
O: -6.3844 3.8573 -10.9521
H: -7.8167 5.2017 -12.3684
C: -5.4128 4.1888 -11.9438
H: -6.4058 -2.4490 -19.7911
H: -6.5501 3.3724 -13.4946
F: -2.6591 1.0908 -16.0201
H: -1.6940 -0.3733 -17.6187
H: -2.3750 5.8631 -14.5975
H: -7.1974 6.9800 -18.7991
H: -1.0951 -4.4228 -15.7575
H: -3.9080 5.2431 -20.2813
C: -7.5604 4.6754 -19.8185
H: -5.9282 0.6839 -18.6972
H: -6.2884 5.8206 -17.7669
C: -1.2206 -0.5034 -18.5910
H: 1.0689 -2.1665 -18.3531
H: -1.7693 4.3102 -12.6834
N: -4.0275 6.7423 -17.8298
F: -3.4571 3.2768 -15.9026
H: -2.8752 5.0023 -17.4294
O: -8.5961 7.4510 -11.8899
O: -2.9010 6.9113 -10.8595
F: -1.2058 3.9251 -15.4705
F: -2.4045 2.5333 -14.1094
C: -3.8258 7.9440 -10.7743
C: 1.6414 4.6623 -14.0856
H: -5.1452 -2.0834 -17.6300
H: -4.3401 8.0479 -11.7276
H: -5.5301 2.1959 -10.0925
H: -4.4685 0.3359 -17.7647
O: -1.9770 -1.5394 -14.4249
F: -1.7627 2.7395 -17.2727
H: -1.8429 -0.6397 -14.7492
H: -5.5052 4.5754 -14.0695
O: -2.8765 6.5557 -15.0471
H: -3.2140 6.1301 -15.8499
O: 0.6685 4.8683 -13.1001
H: -6.0383 0.7951 -16.2814
C: -6.1749 4.3740 -13.2426
C: -1.6418 -3.8530 -14.9989
H: 0.5667 0.6173 -18.3554
N: -0.9779 4.7270 -10.7148
H: -5.0045 3.7827 -9.4045
H: 0.1446 2.8941 -13.3509
C: -9.7986 8.1561 -11.6895
H: 2.5314 4.1995 -13.6368
C: -3.6281 5.3504 -18.1423
H: -7.7942 4.0543 -18.9470
H: -9.6214 9.2411 -11.6183
C: -1.6919 -2.4136 -15.4756
H: -1.8314 4.4388 -8.9195
H: -3.1864 7.2662 -18.0760
H: -4.5015 -1.4870 -19.1496
H: -0.6695 5.6412 -11.0273
O: -6.3259 5.3147 -19.7264
H: -2.4479 -2.3758 -16.2910
H: -1.6506 0.2939 -19.2067
H: -7.4881 4.0653 -20.7182
O: 0.9470 -1.3367 -17.8862
H: -0.8752 5.2139 -18.4504
H: -7.6607 8.6857 -13.2704
O: -1.6269 -1.7472 -19.1838
H: -2.9939 3.9997 -19.6712
C: -5.4991 0.0032 -17.9580
C: 0.2010 3.6558 -12.5633
H: -6.2445 6.9950 -12.4032
H: -10.2295 7.8773 -10.7316
C: -5.8394 3.2155 -9.8219
O: -2.0920 5.9530 -19.9964
P: -2.0318 2.5630 -15.6795
H: -8.3834 5.3892 -19.9633
F: -0.6749 1.7290 -15.3837
H: -1.6227 2.9433 -11.6574
C: -2.1694 4.9183 -9.8537
H: 1.8475 5.6196 -14.5550
C: -2.5308 6.3523 -9.6204
H: -4.4591 4.6777 -17.9180
H: 1.2682 3.9752 -14.8568
H: -4.6306 7.7046 -10.0596
C: -5.0455 7.2005 -18.7819
H: -0.2742 6.6408 -19.3581
H: -3.3508 8.8771 -10.4520
C: -6.8434 6.6795 -13.2797
C: -8.0080 7.6440 -13.1440
H: -6.6571 3.1077 -9.1099
C: -1.1181 3.8783 -11.9078
H: -1.0227 -3.8023 -14.0941
H: -0.1804 5.1128 -20.1182
H: -8.7617 7.5811 -13.9545
C: -0.8137 5.6883 -19.4287
H: -10.4506 7.9323 -12.5419
H: -6.3146 6.9417 -14.1979
C: 0.2788 -0.3805 -18.6981
H: -4.8005 5.0640 -11.6869
H: -0.7818 -2.1163 -16.0158
O: -6.2684 -0.0074 -16.7625
H: -5.4395 8.1747 -18.4735
C: -3.1106 5.0892 -19.5404

The relative energy (zero: lowest compared OMol25 entry of this formula, charge and spin) comes out at 0.00 kJ/mol. The charge is -1. For the HOMO-LUMO gap, the calculation gives 8.538 eV. The HOMO energy is -6.22 eV.